Here is C32H54LaN2O3P2 as an isolated structure in a non-equilibrium geometry from OMol25. Energies are from the ωB97M-V functional and the def2-TZVPD basis.

XYZ file:
```
94
Properties=species:S:1:pos:R:3:forces:R:3
La -1.763 0.082 -1.895 1.4 -0.4 6.2
C -0.201 0.806 1.477 -0.5 0.5 -0.8
C 0.704 0.926 0.393 -0.7 0.2 -0.1
C -0.952 2.504 0.138 -0.1 -1.0 -0.2
C -1.265 1.720 1.281 1.0 0.1 -0.3
C 0.271 2.011 -0.424 -1.0 -0.5 -0.4
C 0.017 0.067 2.739 0.1 -0.5 0.5
H 0.393 -0.956 2.584 -0.1 0.2 0.1
H -0.912 0.019 3.328 0.3 -0.1 -0.2
H 0.756 0.577 3.379 -0.1 -0.1 -0.2
C -2.352 1.994 2.260 -0.3 0.0 0.3
H -1.951 1.943 3.282 -0.2 0.0 -0.2
H -3.184 1.273 2.195 0.2 0.2 0.0
H -2.770 2.999 2.131 0.0 -0.2 0.0
C -1.693 3.727 -0.252 -0.4 0.7 -0.2
H -2.122 4.225 0.632 0.1 -0.1 -0.3
H -2.543 3.501 -0.919 0.0 0.3 0.1
H -1.054 4.469 -0.757 -0.2 -0.2 0.1
C 1.125 2.720 -1.418 0.4 0.4 -0.4
H 1.925 2.050 -1.766 -0.1 0.3 0.0
H 1.603 3.628 -0.989 -0.1 -0.5 -0.2
H 0.577 3.057 -2.313 0.2 0.0 0.3
C 2.010 0.240 0.247 0.7 -0.2 -0.1
H 2.831 0.778 0.760 -0.3 -0.2 -0.1
H 2.295 0.163 -0.813 0.0 0.0 0.3
H 1.983 -0.782 0.647 0.0 0.2 0.0
C 0.526 -4.399 -1.302 -1.4 1.6 -0.3
C 1.632 -5.290 -1.106 -0.4 -1.8 -0.1
C 2.958 -4.803 -1.475 1.0 0.0 -0.4
C 3.290 -4.686 -3.023 0.3 -0.5 0.5
C 3.394 -3.297 -3.598 -0.3 0.6 0.1
C 2.597 -2.253 -3.316 0.6 -0.1 -0.2
C 1.358 -2.313 -2.465 -0.1 0.1 -0.1
C 0.546 -3.605 -2.641 -0.7 -0.3 0.5
H 3.663 -5.509 -1.013 0.0 0.4 -0.3
H 2.583 -5.299 -3.607 0.4 0.0 0.2
H 3.143 -3.809 -1.028 0.1 -0.2 0.0
H 0.899 -4.262 -3.451 -0.1 0.5 0.3
H 0.696 -3.671 -0.492 -0.7 0.3 0.0
H 1.515 -6.156 -0.456 0.0 0.2 -0.2
H -0.494 -3.337 -2.893 0.4 -0.3 0.3
H 1.592 -2.190 -1.393 0.0 0.2 -0.4
H 2.864 -1.261 -3.697 0.0 -0.4 -0.1
H 0.722 -1.434 -2.721 0.2 -0.3 0.0
H 4.287 -5.144 -3.137 -0.5 0.1 -0.1
H 4.235 -3.152 -4.282 -0.2 0.1 0.3
P -1.849 -1.148 -4.351 -0.4 -1.3 -3.0
P -1.543 1.932 -3.932 0.2 1.8 -2.2
C -2.290 -0.032 -5.787 0.1 0.1 0.1
C -2.670 1.373 -5.302 -0.1 0.3 0.1
H -3.115 -0.508 -6.339 0.3 0.2 0.1
H -1.419 -0.011 -6.465 -0.3 0.1 0.4
H -2.614 2.119 -6.106 -0.1 -0.2 0.1
H -3.696 1.392 -4.894 0.3 0.0 -0.2
C -1.968 3.696 -3.743 -0.2 0.2 0.0
H -1.448 4.128 -2.881 -0.1 -0.2 -0.2
H -3.047 3.782 -3.556 0.2 0.1 -0.1
H -1.711 4.274 -4.639 -0.1 -0.2 0.1
C 0.065 2.003 -4.831 0.4 -0.1 0.0
H -0.090 2.099 -5.916 0.0 0.0 0.3
H 0.670 1.101 -4.650 -0.2 0.3 -0.1
H 0.648 2.868 -4.483 -0.2 -0.3 -0.1
C -3.425 -2.105 -4.180 -0.1 0.0 0.2
H -3.321 -2.869 -3.392 -0.1 0.2 -0.2
H -3.639 -2.598 -5.141 0.0 0.2 0.3
H -4.265 -1.439 -3.925 0.2 -0.2 -0.1
C -0.822 -2.382 -5.247 0.3 -0.3 -0.2
H -0.969 -2.311 -6.337 -0.1 0.0 0.4
H -1.081 -3.401 -4.924 0.1 0.4 -0.1
H 0.242 -2.214 -5.029 -0.2 -0.1 -0.1
C -4.940 -1.381 1.860 -0.4 0.2 -0.1
C -3.638 -1.872 2.442 0.7 -0.2 0.4
C -2.787 -2.814 1.555 -0.6 0.6 0.3
C -1.555 -3.398 2.313 0.6 -0.6 -0.2
C -1.338 -2.963 3.753 0.2 0.0 0.3
C -3.576 -3.965 0.965 -1.1 -0.9 -0.1
O -4.735 -4.292 1.157 1.2 0.2 0.0
N -2.767 -4.704 0.063 -0.4 -0.3 0.0
C -1.706 -4.136 -0.554 0.1 1.9 0.0
O -0.824 -4.969 -1.065 1.3 -0.4 -0.3
N -1.607 -2.798 -0.627 0.4 -1.0 0.1
C -2.347 -2.127 0.289 -0.4 1.0 -0.5
O -2.688 -0.914 -0.003 0.2 -0.6 0.2
H -4.751 -0.659 1.061 -0.2 -0.2 0.1
H -5.507 -0.878 2.653 0.0 -0.1 -0.2
H -5.527 -2.222 1.488 -0.1 0.3 0.0
H -3.004 -0.999 2.701 -0.2 -0.5 -0.1
H -3.835 -2.409 3.384 0.0 0.2 -0.4
H -1.608 -4.504 2.301 -0.1 0.5 0.0
H -0.651 -3.150 1.728 -0.2 -0.1 0.2
H -2.225 -3.120 4.376 0.3 0.0 -0.1
H -0.522 -3.572 4.165 -0.2 0.1 0.0
H -1.028 -1.917 3.830 -0.2 -0.3 0.1
H -3.059 -5.623 -0.245 -0.1 0.0 0.3
```
Forces are in eV/Å.

- energy above the lowest of the compared OMol25 structures with the same formula, charge and spin (kcal/mol) = 0.0
- charge = +1
- HOMO-LUMO gap (alpha / beta) (eV) = 5.52 / 3.64
- LUMO energy (alpha / beta) (eV) = -3.412 / -3.876